Record 1
{"formula": "H2IOPS2", "method": "ωB97M-V with the def2-TZVPD basis set", "elements": ["O", "P", "S", "S", "I", "H", "H"], "xyz": [[-0.907, -0.454, -0.148], [0.617, 0.159, -0.191], [0.710, -1.610, -2.481], [-0.004, 2.152, 0.339], [1.525, -0.961, 1.709], [-1.113, -1.260, -0.637], [-0.829, 1.974, 1.409]], "forces_ev_per_angstrom": [[-0.097, 0.545, 0.427], [-2.023, -0.207, -0.748], [0.239, 0.392, 0.319], [0.505, -0.183, 0.044], [0.417, -0.081, 0.559], [0.614, -0.039, -0.206], [0.345, -0.427, -0.395]], "nbo_charge": [-1.040, 0.851, -0.140, -0.282, -0.079, 0.526, 0.164], "lumo_energy_ev": [-2.90, -2.79], "de_lowest_kj_mol": 314.5, "gap_ev": [6.56, 6.60], "energy_ha": -1511.7989, "homo_energy_ev": [-9.461, -9.394]}

***

Record 2
{"formula": "H2InO", "method": "ωB97M-V with the def2-TZVPD basis set", "elements": ["In", "O", "H", "H"], "xyz": [[2.157, -0.542, -1.150], [-0.338, 0.205, 0.300], [-1.065, 0.641, -0.145], [-0.754, -0.305, 0.995]], "forces_ev_per_angstrom": [[1.815, -0.342, -0.831], [2.411, -0.296, -1.012], [-2.827, 2.436, -1.604], [-1.399, -1.798, 3.448]], "nbo_charge": [2.956, -0.159, 0.599, 0.604], "lumo_energy_ev": [-32.33, -32.31], "spin_multiplicity": 2, "de_lowest_kj_mol": 7.6, "gap_ev": [9.10, 8.91], "energy_ha": -263.7017, "s_squared": 0.755, "charge": 4, "homo_energy_ev": [-41.426, -41.218]}

***

Record 3
{"formula": "H2N2O2", "method": "ωB97M-V with the def2-TZVPD basis set", "elements": ["N", "N", "O", "O", "H", "H"], "xyz": [[-0.763, 0.038, 0.251], [0.771, 0.094, 0.027], [1.174, -0.998, -0.124], [1.242, 1.175, -0.029], [-1.076, -0.856, 0.211], [-1.348, 0.546, -0.336]], "forces_ev_per_angstrom": [[3.044, 2.385, 1.974], [-5.691, 0.318, -0.848], [2.261, -1.523, 0.164], [0.851, 0.432, 0.229], [-0.209, -3.600, -0.060], [-0.255, 1.988, -1.460]], "nbo_charge": [-0.726, 0.677, -0.345, -0.330, 0.357, 0.367], "lumo_energy_ev": 0.48, "smiles": "N[N+](=O)[O-]", "de_lowest_kj_mol": 192.0, "gap_ev": 11.44, "energy_ha": -261.0521, "homo_energy_ev": -10.961}

***

Record 4
{"formula": "H2N2O2S", "method": "ωB97M-V with the def2-TZVPD basis set", "elements": ["N", "N", "O", "O", "S", "H", "H"], "xyz": [[1.104, -0.209, 1.101], [0.995, -0.763, 0.073], [-0.617, -0.936, -0.639], [-1.300, 1.346, -0.182], [-1.523, -0.163, 0.336], [-0.364, 1.666, 0.037], [1.705, -0.940, -0.726]], "forces_ev_per_angstrom": [[-0.291, -1.771, -3.122], [2.298, 1.801, 1.962], [-0.538, -0.519, -0.250], [1.603, 1.710, 0.149], [0.018, -0.596, 0.081], [-1.876, -0.583, -0.175], [-1.214, -0.042, 1.355]], "nbo_charge": [-0.078, -0.108, -0.743, -0.878, 0.932, 0.484, 0.392], "lumo_energy_ev": [-0.03, -0.04], "de_lowest_kj_mol": 160.9, "gap_ev": [8.33, 8.33], "energy_ha": -659.2426, "homo_energy_ev": [-8.367, -8.367]}

***

Record 5
{"formula": "H2N2O3", "method": "ωB97M-V with the def2-TZVPD basis set", "elements": ["N", "N", "O", "O", "O", "H", "H"], "xyz": [[0.509, 0.783, 0.445], [-0.153, -0.134, -0.309], [-0.842, 0.916, -0.691], [1.627, 1.014, 0.050], [-0.756, -1.198, 0.314], [0.445, -0.571, -1.024], [-0.832, -0.810, 1.216]], "forces_ev_per_angstrom": [[3.588, 1.664, 3.814], [-0.277, -1.597, -3.495], [-1.778, -0.106, -1.318], [-0.715, -0.058, -0.160], [-0.315, 0.612, 1.573], [-0.012, 0.174, -0.229], [-0.491, -0.689, -0.185]], "nbo_charge": [0.238, 0.221, -0.443, -0.365, -0.508, 0.373, 0.484], "lumo_energy_ev": 0.26, "de_lowest_kj_mol": 231.7, "gap_ev": 10.86, "energy_ha": -336.1768, "homo_energy_ev": -10.604}

***

Record 6
{"formula": "H2N2O3Si", "method": "ωB97M-V with the def2-TZVPD basis set", "elements": ["O", "N", "Si", "N", "O", "O", "H", "H"], "xyz": [[0.048, -1.580, -2.015], [0.061, -0.487, -1.465], [-0.838, 0.316, -0.267], [0.795, 0.105, 0.988], [0.684, -0.663, 1.874], [1.678, 0.850, 0.763], [-1.846, -0.324, 0.507], [-0.583, 1.782, -0.385]], "forces_ev_per_angstrom": [[-0.290, 1.428, 0.864], [0.646, -1.937, -2.422], [2.731, 1.099, 2.081], [-4.207, 0.754, -2.687], [0.284, -2.144, 2.522], [2.635, 1.566, -0.262], [-1.033, -0.276, 0.231], [-0.767, -0.492, -0.327]], "nbo_charge": [-0.166, -0.299, 1.184, 0.343, -0.397, -0.392, -0.159, -0.114], "lumo_energy_ev": [-1.79, -1.48], "smiles": "O=N[SiH2][N+](=O)[O-]", "de_lowest_kj_mol": 203.4, "gap_ev": [7.80, 8.00], "energy_ha": -625.7040, "homo_energy_ev": [-9.590, -9.488]}